DFT (the ωB97M-V functional and the def2-TZVPD basis) results for 2 unconnected molecules or ions with the total composition C19H21F3N4O8S.

Positions of all 56 atoms, in Å:
C1 -3.211 2.141 2.796
O1 -1.873 2.183 3.330
C2 -0.928 1.938 2.402
O2 -1.197 1.752 1.234
C3 0.463 1.956 3.002
C4 0.850 3.363 3.511
C5 2.287 3.573 3.080
C6 2.714 2.289 2.349
N1 1.457 1.581 2.012
C7 1.535 0.256 1.545
C8 0.889 -0.291 0.442
C9 0.827 -1.773 0.258
C10 1.969 -2.563 0.898
C11 2.179 -2.115 2.330
C12 2.475 -0.621 2.363
H1 -3.861 2.265 3.665
H2 -3.351 2.960 2.077
H3 -3.390 1.177 2.302
H4 0.443 1.258 3.867
H5 0.192 4.130 3.085
H6 0.727 3.373 4.598
H7 2.369 4.423 2.400
H8 2.935 3.758 3.940
H9 3.312 2.484 1.449
H10 3.343 1.694 3.038
H11 0.287 0.333 -0.213
H12 -0.152 -2.115 0.654
H13 0.821 -2.082 -0.784
H14 1.734 -3.630 0.813
H15 2.878 -2.374 0.311
H16 1.290 -2.350 2.931
H17 3.023 -2.667 2.750
H18 3.504 -0.480 1.987
H19 2.457 -0.292 3.407
O3 -1.981 -4.312 -2.436
S1 -0.807 -3.601 -2.889
O4 0.519 -3.870 -2.368
C13 -0.718 -4.062 -4.754
F1 -0.515 -5.393 -4.824
F2 -1.870 -3.754 -5.390
F3 0.306 -3.421 -5.356
C14 -1.137 -1.821 -2.669
C15 -0.129 -0.875 -2.345
C16 -0.443 0.472 -2.588
N2 0.477 1.482 -2.873
O5 1.687 1.578 -2.748
O6 -0.263 2.514 -3.495
N3 -1.588 2.162 -3.643
C17 -1.675 0.920 -3.087
C18 -2.736 -0.057 -3.220
N4 -4.108 0.313 -3.469
O7 -4.436 1.516 -3.478
O8 -4.929 -0.617 -3.642
C19 -2.416 -1.418 -3.058
H20 0.924 -1.110 -2.218
H21 -3.161 -2.181 -3.277

Calculated values
relative energy (zero: lowest compared OMol25 entry of this formula, charge and spin)	8.19	kcal/mol
HOMO energy	-0.306	hartree
2S+1	1
lowest unoccupied orbital energy	-2.55	eV
total charge	0
frontier orbital gap	5.78	eV
E_tot	-2254.998397	a.u.